No. 1
ORCA calculation (ωB97M-V/def2-TZVPD) on 2 unconnected molecules or ions with the total composition CH7N2.

Output
gap between HOMO and LUMO = 11.83 eV
relative energy (zero: lowest compared OMol25 entry of this formula, charge and spin) = 0.000 eV
LUMO = -4.5 eV
HOMO energy = -0.601 Ha

Geometry as ORCA input:
```
! wB97M-V def2-TZVPD RIJCOSX def2/J DEFGRID3
* xyz 1 1
C -1.08972 -0.74737 -1.24756
N -0.27194 -0.91814 -0.29266
H -1.54205 -1.57986 -1.76729
H -1.35460 0.26130 -1.54786
H 0.23835 -0.04914 0.27971
H -0.06261 -1.89520 -0.09624
N 0.88530 1.02628 1.01411
H 0.74725 1.97281 0.66126
H 1.89255 0.89643 1.02983
H 0.55746 1.03288 1.96671
*
```



No. 2
ORCA calculation (ωB97M-V/def2-TZVPD) on a single C5H12O molecule in a non-equilibrium geometry.

Output
gap between HOMO and LUMO = 10.65 eV
SMILES string = CC[C@@H](C)OC
relative energy (zero: lowest compared OMol25 entry of this formula, charge and spin) = 1.783 eV
LUMO = 1.1 eV
HOMO energy = -0.351 Ha

Geometry as ORCA input:
```
! wB97M-V def2-TZVPD RIJCOSX def2/J DEFGRID3
* xyz 0 1
C -0.72614 -2.03609 0.26492
C -0.85749 -0.46428 -0.04053
C 0.13236 0.82469 -0.43716
C -0.64534 2.16045 -0.42616
O 1.22714 1.02927 0.41420
C 1.90625 -0.19268 0.48939
H -0.17858 -2.63941 -0.47098
H -0.31949 -2.30938 1.25048
H -1.75085 -2.45726 0.27056
H -1.43256 -0.10306 0.81592
H -1.49770 -0.46284 -0.92236
H 0.51914 0.64048 -1.45704
H -1.68007 2.01786 -0.73723
H -0.21397 2.93400 -1.08186
H -0.64109 2.58037 0.58687
H 2.57116 -0.18053 1.35373
H 1.11164 -0.93880 0.55516
H 2.47559 -0.40279 -0.42792
*
```



No. 3
ORCA calculation (ωB97M-V/def2-TZVPD) on a molecular structure, C44H49BCl2CsN11O8.

Output
gap between HOMO and LUMO = 6.56 eV
relative energy (zero: lowest compared OMol25 entry of this formula, charge and spin) = 0.000 eV
LUMO = 3.6 eV
HOMO energy = -0.110 Ha

Geometry as ORCA input:
```
! wB97M-V def2-TZVPD RIJCOSX def2/J DEFGRID3
* xyz -2 1
Cs -0.10908 0.68482 0.31947
C -2.93170 -1.27246 1.25262
C -3.40144 -1.52965 2.67470
C -3.50662 -3.03262 2.95025
C -2.51146 -0.85958 3.69197
C -2.64756 -0.90910 5.09384
C -1.61210 -0.13343 5.56094
N -0.91850 0.33527 4.50616
N -1.46704 -0.10852 3.35324
B 0.35846 1.21395 4.67524
N 1.63394 0.51490 4.14420
C 2.42187 -0.23349 4.93975
C 3.43941 -0.75784 4.17682
C 3.19450 -0.25238 2.88420
N 2.10317 0.50591 2.87729
C 4.01048 -0.47498 1.64435
C 4.56600 -1.89761 1.59652
C 5.15680 0.53899 1.56189
N 0.17161 2.66005 4.17422
C 0.07429 3.70461 5.01981
C -0.23386 4.82704 4.28993
C -0.31046 4.36269 2.96164
N -0.05757 3.06084 2.90313
C -0.64256 5.19342 1.75150
C 0.57268 6.00213 1.28550
C -1.22362 4.36313 0.61687
H -3.58809 -1.74320 0.51751
H -2.90591 -0.20295 1.04202
H -1.93207 -1.68569 1.11059
H -4.40284 -1.09771 2.79055
H -2.53461 -3.50570 2.79525
H -3.82594 -3.23314 3.97508
H -4.22368 -3.49597 2.26926
H -3.39357 -1.42539 5.67550
H -1.32660 0.11228 6.57018
H 0.51176 1.29959 5.87105
H 2.20464 -0.34255 5.98954
H 4.23534 -1.40670 4.50143
H 3.35105 -0.34057 0.78377
H 5.26449 -2.06793 2.42135
H 3.75972 -2.62752 1.66354
H 5.09475 -2.06652 0.65718
H 5.85261 0.38877 2.39286
H 5.71082 0.42124 0.62631
H 4.77377 1.55706 1.61476
H 0.21572 3.57687 6.07990
H -0.39121 5.83020 4.65184
H -1.41048 5.90737 2.07359
H 1.36675 5.32932 0.96136
H 0.30908 6.65232 0.44681
H 0.96374 6.62185 2.09536
H -0.48231 3.68144 0.19924
H -2.07709 3.76775 0.93766
H -1.55076 5.00969 -0.20110
C 0.31029 -3.59835 2.74642
C 0.46427 -4.72320 1.95593
C 0.99657 -4.57679 0.68576
C 1.34963 -3.30225 0.25280
N 1.17819 -2.21353 1.00247
C 0.67522 -2.36372 2.22566
C 1.97993 -3.11034 -1.08667
C 1.59326 -3.88573 -2.17508
C 2.19500 -3.65940 -3.39935
C 3.15828 -2.66766 -3.50178
C 3.47186 -1.94693 -2.35864
N 2.90730 -2.15933 -1.17818
H -0.09347 -3.66522 3.74830
H 0.17838 -5.70100 2.32467
H 1.15067 -5.42893 0.03806
H 0.55790 -1.46484 2.81656
H 0.79243 -4.60363 -2.08524
H 1.88250 -4.22644 -4.26773
H 3.63535 -2.44352 -4.44682
H 4.20611 -1.14797 -2.39412
O -2.55323 1.50829 -0.93810
C -2.32810 1.11234 -2.09978
O -1.54801 1.61794 -2.94701
C -3.04649 -0.17140 -2.49041
C -4.37196 -0.17217 -2.76733
C -5.04727 -1.38781 -3.05570
C -4.34462 -2.57226 -3.06765
C -2.98664 -2.58344 -2.81398
C -2.24473 -1.38990 -2.43342
O -1.06964 -1.37219 -2.02844
N -2.33558 -3.85991 -2.94223
O -2.98815 -4.87969 -2.74338
O -1.19084 -3.88962 -3.37552
N -6.44122 -1.39501 -3.35590
O -7.05276 -0.33130 -3.30875
O -7.00584 -2.47009 -3.55304
H -4.93802 0.74902 -2.75552
H -4.84457 -3.50119 -3.30019
Cl 4.19954 4.63218 -1.54140
C 3.22149 3.14992 -1.34864
Cl 2.65649 2.95766 0.31690
H 3.83884 2.29623 -1.59320
H 2.36176 3.21275 -2.00813
C 0.23017 4.68496 -2.70719
O 0.46422 3.41506 -3.27226
H 0.38603 4.69288 -1.62305
H -0.78711 5.04008 -2.90475
H 0.93793 5.38565 -3.15543
H -0.26682 2.80654 -3.01189
N 1.89173 0.66248 -2.30995
C 1.28040 0.36785 -3.24247
C 0.58622 0.05430 -4.46360
C 0.40536 1.06579 -5.40472
C -0.26535 0.78024 -6.58092
C -0.76421 -0.49655 -6.81007
C -0.59141 -1.49343 -5.86005
C 0.08779 -1.22418 -4.68247
H 0.74837 2.06697 -5.18081
H -0.42543 1.56496 -7.30959
H -1.30910 -0.70759 -7.72253
H -1.00886 -2.48046 -6.01408
H 0.17120 -1.97742 -3.91481
*
```



No. 4
ORCA calculation (ωB97M-V/def2-TZVPD) on 7 unconnected molecules or ions with the total composition H14O7 in a non-equilibrium geometry.

Output
gap between HOMO and LUMO = 11.78 eV
SMILES string = O.O.O.O.O.O.O
relative energy (zero: lowest compared OMol25 entry of this formula, charge and spin) = 1.066 eV
LUMO = 0.5 eV
HOMO energy = -0.413 Ha

Geometry as ORCA input:
```
! wB97M-V def2-TZVPD RIJCOSX def2/J DEFGRID3
* xyz 0 1
H 0.47319 -0.22869 0.59028
H -0.54952 -0.39194 -0.58717
H 4.02427 -1.26194 -0.06685
H 3.51781 0.24946 -0.47305
H 1.48829 0.72816 -1.18344
H 2.20787 2.12499 -1.34953
H -1.26624 1.26979 0.74235
H -1.94471 2.54701 0.19117
H 1.43854 -0.66050 2.39344
H 2.36040 -0.91720 1.29565
H -4.60501 -0.08023 -0.16639
H -3.05558 0.52632 0.25735
H -2.60834 -1.23920 -0.90913
H -1.72644 -2.59259 -0.78269
O -0.00279 0.28916 -0.12123
O 3.86636 -0.30869 0.27517
O 2.39730 1.16927 -1.49484
O -2.05505 1.86570 0.95524
O 1.41929 -1.11896 1.57960
O -3.59834 -0.27158 0.08378
O -1.78129 -1.69835 -1.22973
*
```



No. 5
ORCA calculation (ωB97M-V/def2-TZVPD) on a molecular structure, C22H24N2O2Yb in a non-equilibrium geometry.

Output
gap between HOMO and LUMO (spin up / spin down) = 5.55 / 5.56 eV
LUMO (spin up / spin down) = 2.6 / 2.6 eV
HOMO energy (spin up / spin down) = -0.107 / -0.108 Ha
<S²> = 0.751

Geometry as ORCA input:
```
! wB97M-V def2-TZVPD RIJCOSX def2/J DEFGRID3
* xyz -1 2
C -0.34842 1.11122 -1.92138
C 1.05516 1.26849 -1.71838
C 1.23992 2.15651 -0.61487
C -0.05299 2.54230 -0.14136
C -1.03339 1.91273 -0.95928
Yb 0.23300 -0.39411 0.63024
N -1.11995 -1.24432 -0.89187
C -0.13164 -2.31832 -0.36377
C 1.25065 -1.99087 -0.73027
H 2.19699 2.51867 -0.23701
H 1.83980 0.81173 -2.32009
H -0.25319 3.24424 0.66644
H -2.11346 2.03296 -0.88184
H -0.80910 0.51681 -2.70617
H 1.39638 -1.68394 -1.77001
H -0.28794 -2.57466 0.72309
H -2.05495 -1.65471 -0.97868
H 2.01816 -2.63975 -0.30728
H -0.38362 -3.26402 -0.89033
C 3.25929 1.03453 3.58987
C 2.39812 -0.19666 3.52015
C 2.68844 -1.18634 2.57432
C 1.95860 -2.37866 2.53326
C 0.89308 -2.55982 3.40777
C 0.50460 -1.51269 4.25629
N -0.68515 -1.67891 4.98131
C -1.73991 -0.78078 5.12398
C -2.56130 -0.83907 6.26524
C -3.46092 0.19304 6.51571
C -3.55658 1.28366 5.63715
C -2.80039 1.30065 4.46284
C -1.96894 0.22825 4.16776
C -1.31117 0.10721 2.82128
O -0.56718 1.07137 2.42541
O -1.47367 -0.96781 2.14982
C 1.30561 -0.35206 4.38210
C 0.99177 0.70886 5.38923
H 2.71918 1.93073 3.25011
H 3.61537 1.22774 4.61059
H 4.14008 0.91487 2.94949
H 3.53345 -1.02410 1.89897
H 2.22418 -3.16829 1.82915
H 0.30493 -3.48230 3.41732
H -0.83613 -2.59013 5.40340
H -2.45891 -1.69096 6.94380
H -4.09176 0.15505 7.40270
H -4.23770 2.10982 5.84540
H -2.83201 2.12794 3.75147
H 0.51738 1.57915 4.90670
H 0.32531 0.34761 6.17965
H 1.91322 1.06427 5.86897
*
```



No. 6
ORCA calculation (ωB97M-V/def2-TZVPD) on a molecular structure, C24H30GaNO5Se in a non-equilibrium geometry.

Output
gap between HOMO and LUMO (spin up / spin down) = 2.39 / 3.90 eV
relative energy (zero: lowest compared OMol25 entry of this formula, charge and spin) = 0.000 eV
LUMO (spin up / spin down) = 3.6 / 3.6 eV
HOMO energy (spin up / spin down) = 0.044 / -0.011 Ha

Geometry as ORCA input:
```
! wB97M-V def2-TZVPD RIJCOSX def2/J DEFGRID3
* xyz -2 1
C -1.80476 -0.04773 -2.74787
C -0.93788 0.71808 -1.75446
C -1.46195 -1.55022 -2.60863
C -0.13771 -1.60458 -1.85714
H -1.34115 -1.95270 -3.61134
H -2.27686 -2.08604 -2.11021
C 0.37075 -0.10903 -1.68141
H -1.44459 0.75278 -0.76765
H -0.72971 1.74387 -2.10189
C 1.22804 0.10916 -0.45240
H 0.98544 0.13178 -2.58143
H 0.63967 -2.09570 -2.46279
C -0.16638 -2.38109 -0.54601
C -3.26845 0.21020 -2.55783
C -1.63353 0.40741 -4.18868
O -1.60688 -0.32436 -5.16377
O -3.78405 0.49499 -1.43361
O -3.98841 0.16192 -3.67624
O -1.56531 1.73705 -4.32141
C -1.51291 2.17283 -5.68292
H -1.52316 3.25680 -5.63526
H -2.37807 1.78458 -6.23440
H -0.59583 1.80613 -6.16468
C -5.34605 0.55049 -3.48643
H -5.81467 -0.03366 -2.68550
H -5.84646 0.39613 -4.44082
H -5.38584 1.60270 -3.18851
O 0.88191 -0.75836 0.59277
H 1.13375 1.13825 -0.05516
H 2.28616 -0.03617 -0.70403
C 0.84651 -3.43165 -0.34026
C -1.40188 -2.39274 0.25497
H -2.09927 -3.17094 -0.10650
H -1.94880 -1.43759 0.22542
H -1.22806 -2.60967 1.31644
H 0.96195 -3.73520 0.70594
H 1.83093 -3.12939 -0.71888
H 0.57946 -4.33482 -0.91040
Ga 1.53588 -0.85714 2.22221
C 4.43156 0.46130 3.24375
C 4.17655 0.31783 1.85815
C 3.52590 1.51162 1.42222
H 4.53792 -0.49666 1.20733
C 3.30449 2.32067 2.55205
C 3.87218 1.67575 3.67722
H 3.87575 2.04984 4.70289
H 4.97836 -0.24182 3.87589
H 3.34892 1.80123 0.37531
H 2.80373 3.29375 2.55095
C -0.17650 0.01396 4.56962
C 0.48125 1.07314 5.21676
C 0.65298 2.13180 4.27535
H 0.81597 1.08837 6.26365
C 0.09692 1.73442 3.04456
C -0.40406 0.38722 3.20153
H -1.13562 -0.08069 2.54367
H -0.51164 -0.90987 5.04731
H 1.12892 3.08843 4.50092
H -0.00035 2.34222 2.16675
Se 3.32645 -1.28432 6.54340
C 2.64312 -1.58035 4.95489
N 2.17534 -1.79421 3.86662
*
```